(1)
{"formula": "C4H11NO", "method": "the ωB97M-V functional and the def2-TZVPD basis", "e_above_lowest_kcal_mol": 83.6, "e_lumo_ha": 0.03037, "total_charge": 0, "homo_energy_ha": -0.311, "symbols": ["H", "N", "C", "C", "H", "H", "H", "H", "C", "C", "O", "H", "H", "H", "H", "H", "H"], "positions_angstrom": [[2.32073, 1.98043, 1.18043], [1.35250, 1.78301, 0.91543], [1.21996, 0.53417, 0.50250], [2.40881, -0.36130, 0.25994], [0.33519, -0.03023, 0.90164], [2.26986, -0.88830, -0.68778], [3.35084, 0.18670, 0.19662], [2.50853, -1.11729, 1.04233], [-2.23875, -1.01353, -0.07493], [-1.81836, 0.38657, -0.40405], [-0.23109, 0.39292, -1.03467], [-1.48587, -1.75464, -0.35593], [-3.15328, -1.27761, -0.62292], [-2.44004, -1.11497, 0.99361], [-1.81202, 1.07543, 0.43808], [-2.35553, 0.82176, -1.24295], [-0.23147, 0.39688, -2.00735]], "atomic_forces_ev_per_a": [[0.12, 0.19, -1.25], [-0.87, -2.52, -0.01], [1.29, 1.66, 4.50], [-0.10, -0.11, -0.71], [0.54, 0.74, -1.02], [0.07, -0.12, 0.04], [-0.14, 0.16, 0.01], [-0.19, 0.03, 0.02], [-0.31, -0.48, 0.03], [2.98, 0.33, -2.19], [-3.42, -0.16, 0.13], [0.01, 0.24, 0.06], [0.17, 0.05, 0.18], [0.05, -0.09, -0.09], [0.50, -0.04, -0.19], [-0.08, 0.02, 0.18], [-0.62, 0.10, 0.32]]}

---

(2)
{"formula": "C4H11NO", "method": "the ωB97M-V functional and the def2-TZVPD basis", "e_above_lowest_kcal_mol": 47.5, "e_lumo_ha": 0.03837, "total_charge": 0, "homo_energy_ha": -0.329, "symbols": ["C", "N", "C", "O", "H", "H", "H", "H", "H", "H", "H", "C", "C", "H", "H", "H", "H"], "positions_angstrom": [[-2.00294, 0.41096, 0.23726], [-1.07658, -0.06687, -0.77871], [-0.25554, 0.98958, -1.33403], [0.35306, 0.55433, -2.52482], [-1.44001, 0.94418, 1.00213], [-2.49537, -0.43955, 0.70476], [-2.76924, 1.08877, -0.16188], [-1.57542, -0.51095, -1.53987], [-0.81726, 1.89604, -1.60635], [0.49040, 1.27329, -0.58639], [1.03368, -0.08448, -2.29539], [1.93341, -0.36877, 1.42490], [1.60066, -1.63870, 1.55587], [2.55568, -0.05563, 0.59397], [1.56961, 0.37951, 2.11534], [1.92687, -2.37947, 0.83372], [0.96898, -1.99225, 2.35948]], "atomic_forces_ev_per_a": [[0.11, -0.10, -0.18], [0.02, 0.00, -0.03], [-0.08, 0.01, -0.10], [0.08, 0.09, -0.02], [-0.01, 0.01, 0.11], [-0.03, 0.03, 0.06], [0.00, 0.06, 0.06], [-0.05, 0.06, -0.03], [-0.08, -0.11, 0.00], [0.02, 0.05, 0.10], [0.00, -0.12, 0.02], [-0.03, -0.03, -0.13], [-0.06, -0.24, -0.13], [0.00, 0.15, 0.11], [0.11, 0.11, 0.02], [0.03, 0.01, 0.09], [-0.02, 0.02, 0.05]]}

---

(3)
{"formula": "C4H11NO", "method": "the ωB97M-V functional and the def2-TZVPD basis", "e_above_lowest_kcal_mol": 68.3, "e_lumo_ha": 0.03132, "total_charge": 0, "homo_energy_ha": -0.344, "symbols": ["C", "C", "O", "H", "H", "H", "H", "C", "N", "C", "H", "H", "H", "H", "H", "H", "H"], "positions_angstrom": [[1.75031, 2.13498, -0.96795], [1.65144, 1.90446, 0.35455], [0.60874, 2.25084, 1.14556], [2.50967, 1.62158, -1.63595], [0.96006, 2.76015, -1.45290], [2.34321, 1.23322, 0.76555], [0.08562, 1.40194, 1.09076], [-1.18947, -1.85176, 1.14526], [-0.26255, -1.10866, 0.21800], [-0.94588, -0.68380, -0.98772], [-1.46401, -1.15718, 1.98493], [-2.19839, -2.30697, 0.75479], [-0.74205, -2.74188, 1.74930], [0.41283, -1.79196, -0.13540], [-1.26185, -1.56157, -1.57479], [-0.35938, 0.08456, -1.58982], [-1.89831, -0.18796, -0.86417]], "atomic_forces_ev_per_a": [[-0.58, 0.12, -0.18], [0.46, -0.15, -2.98], [-1.23, -1.00, 0.01], [-0.82, 0.97, 1.23], [0.83, -0.59, 0.31], [1.11, -0.77, 1.00], [0.24, 1.20, 0.55], [-0.86, -0.89, 1.76], [-0.60, -1.34, 0.56], [-0.25, 0.69, -1.57], [-0.03, -0.45, -0.91], [1.90, 1.07, 0.00], [-0.09, 1.53, -1.48], [-0.01, 0.37, 0.50], [0.46, 0.24, -0.40], [-0.30, -1.35, 0.67], [-0.25, 0.33, 0.94]]}

---

(4)
{"formula": "C4H11NO", "method": "the ωB97M-V functional and the def2-TZVPD basis", "e_above_lowest_kcal_mol": 107.5, "e_lumo_ha": 0.03402, "total_charge": 0, "homo_energy_ha": -0.313, "symbols": ["C", "N", "C", "C", "C", "O", "H", "H", "H", "H", "H", "H", "H", "H", "H", "H", "H"], "positions_angstrom": [[0.64908, 1.45210, 1.08592], [0.16714, 1.13828, -0.28657], [0.78730, -0.13529, -0.77448], [0.28123, -1.35341, -0.25419], [-1.29677, -1.15285, -0.25403], [-1.78180, -0.27259, 0.71811], [1.85320, 1.11969, 1.14105], [0.67864, 2.71127, 1.13211], [0.00027, 1.11696, 2.04257], [0.02558, 1.76259, -1.08303], [1.82950, 0.03246, -0.56103], [0.91399, -0.31676, -1.89740], [0.71971, -1.72150, 0.79318], [0.43078, -2.17163, -1.06603], [-1.57949, -0.93059, -1.23494], [-1.93889, -1.93677, 0.35891], [-1.73948, 0.65804, 0.13986]], "atomic_forces_ev_per_a": [[1.71, 3.52, 0.06], [-0.20, -1.83, -0.29], [2.59, 3.00, -2.27], [-2.41, -4.26, 1.67], [-0.07, -3.82, 4.69], [-0.28, 6.10, -2.34], [-3.27, 0.71, 0.29], [-0.04, -3.43, 0.15], [1.46, 0.28, -2.70], [0.65, 0.50, 1.32], [0.94, -0.42, 0.42], [-1.14, 1.30, 1.01], [-1.14, 0.87, -2.23], [0.08, 0.95, 1.72], [-0.86, 0.16, -1.56], [1.82, -0.74, -2.94], [0.17, -2.90, 3.00]]}

---

(5)
{"formula": "C4H11NO", "method": "the ωB97M-V functional and the def2-TZVPD basis", "e_above_lowest_kcal_mol": 36.9, "e_lumo_ha": 0.03321, "total_charge": 0, "homo_energy_ha": -0.314, "symbols": ["C", "N", "C", "C", "C", "O", "H", "H", "H", "H", "H", "H", "H", "H", "H", "H", "H"], "positions_angstrom": [[-1.42379, -0.64330, 0.11750], [-0.16404, -0.53006, 0.83084], [-0.37960, -0.17694, 2.22802], [0.63104, 0.56245, 0.24939], [1.20732, 0.31469, -1.13932], [0.26913, 0.42988, -2.18977], [-2.01908, -1.50111, 0.43237], [-2.06699, 0.21482, 0.41976], [-1.29641, -0.59195, -0.95656], [-0.97663, 0.75053, 2.27359], [0.58523, -0.01392, 2.70549], [-0.86836, -0.96815, 2.79711], [1.50980, 0.68466, 0.88088], [-0.05813, 1.42357, 0.13848], [1.63606, -0.68802, -1.04584], [2.05228, 0.99186, -1.20874], [0.80093, 0.54558, -2.98847]], "atomic_forces_ev_per_a": [[-0.82, 0.73, 0.83], [0.67, -0.11, -0.24], [-0.01, -0.11, -0.19], [-0.98, -0.39, -0.86], [0.24, -0.91, 1.38], [0.56, 0.25, -0.23], [0.38, -0.33, -0.15], [0.09, 0.04, -0.35], [0.07, -0.31, -0.01], [0.00, -0.06, 0.32], [0.01, 0.11, 0.03], [-0.22, -0.03, -0.23], [-0.25, 0.55, 0.21], [0.62, 0.43, 0.53], [0.00, -0.24, -0.54], [0.04, 0.42, -0.52], [-0.41, -0.06, 0.02]]}

---

(6)
{"formula": "C4H11NO", "method": "the ωB97M-V functional and the def2-TZVPD basis", "e_above_lowest_kcal_mol": 45.2, "e_lumo_ha": 0.03572, "total_charge": 0, "homo_energy_ha": -0.345, "symbols": ["C", "C", "C", "H", "H", "H", "H", "H", "H", "N", "C", "O", "H", "H", "H", "H", "H"], "positions_angstrom": [[0.13385, -1.84628, 0.84237], [1.39097, -1.46582, 0.72318], [2.00877, -0.97245, -0.57325], [-0.35733, -2.25390, 1.71458], [-0.58617, -1.78557, 0.02599], [2.07740, -1.62058, 1.54737], [1.99494, -1.67138, -1.39755], [1.42747, -0.07909, -0.83575], [3.00555, -0.58607, -0.38175], [-1.31828, 1.44722, 0.75795], [-1.60886, 1.85832, -0.59914], [-1.72802, 0.73301, -1.44954], [-1.59635, 2.16264, 1.40892], [-0.39752, 1.09814, 0.97742], [-2.55267, 2.38951, -0.57562], [-0.80854, 2.47975, -1.01582], [-1.08521, 0.11255, -1.16938]], "atomic_forces_ev_per_a": [[-1.03, -0.04, -0.28], [0.55, -0.83, -0.39], [-0.62, 1.20, 0.97], [0.50, 0.06, 0.40], [0.31, 0.15, -0.19], [-0.07, 0.14, 0.18], [0.03, -0.24, -0.04], [0.10, -0.15, -0.48], [0.23, -0.26, -0.18], [-0.76, 0.04, 0.17], [1.10, -0.57, 0.26], [-1.30, 0.96, -0.46], [0.08, -0.05, 0.24], [0.18, 0.21, -0.30], [-0.11, 0.08, -0.23], [-0.14, 0.34, -0.05], [0.94, -1.03, 0.38]]}

---

(7)
{"formula": "C4H11NO", "method": "the ωB97M-V functional and the def2-TZVPD basis", "e_above_lowest_kcal_mol": 29.1, "e_lumo_ha": 0.03763, "total_charge": 0, "homo_energy_ha": -0.327, "symbols": ["C", "C", "O", "C", "C", "N", "H", "H", "H", "H", "H", "H", "H", "H", "H", "H", "H"], "positions_angstrom": [[-2.23069, 0.80359, 0.32884], [-0.99211, -0.33402, 0.29590], [-1.32773, -1.38609, -0.55597], [0.22831, 0.42139, -0.09883], [1.51356, -0.62025, 0.00718], [2.74529, 0.13028, 0.09408], [-3.18888, 0.28897, 0.30639], [-2.13986, 1.35149, 1.26262], [-2.20550, 1.48838, -0.51707], [-0.89205, -0.76892, 1.29290], [-1.47352, -1.02637, -1.44004], [0.42754, 1.24960, 0.57577], [0.17054, 0.78635, -1.12533], [1.44478, -1.26879, 0.88217], [1.44239, -1.26110, -0.88257], [2.95211, 0.60788, -0.77591], [3.52582, -0.46240, 0.34987]], "atomic_forces_ev_per_a": [[1.36, -2.04, 0.41], [-2.86, 2.80, 0.06], [0.04, -0.50, -0.52], [2.81, -2.30, 0.52], [-1.60, 1.43, -0.80], [0.30, 0.24, 0.12], [-0.04, -0.10, 0.12], [-0.06, 0.22, 0.00], [0.33, -0.03, -0.07], [-0.05, 0.11, -0.08], [0.03, -0.08, 0.10], [-0.04, 0.09, 0.05], [-0.07, 0.06, -0.03], [-0.30, 0.21, 0.05], [0.06, -0.07, 0.16], [0.11, -0.13, 0.11], [0.00, 0.10, -0.20]]}

---

(8)
{"formula": "C4H11NO", "method": "the ωB97M-V functional and the def2-TZVPD basis", "e_above_lowest_kcal_mol": 36.3, "e_lumo_ha": 0.03201, "total_charge": 0, "homo_energy_ha": -0.342, "symbols": ["C", "C", "C", "N", "C", "O", "H", "H", "H", "H", "H", "H", "H", "H", "H", "H", "H"], "positions_angstrom": [[-1.35258, -1.37809, -0.25379], [-0.29581, -0.55471, 0.47230], [-0.74604, 0.85031, 0.66333], [-0.63951, 1.57327, -0.62367], [1.04947, -0.79105, -0.26845], [2.00507, 0.18287, -0.00718], [-2.36730, -1.05352, 0.23015], [-1.29347, -2.55231, -0.29431], [-1.56843, -1.03244, -1.33610], [-0.18501, -1.03389, 1.43203], [-1.74240, 0.88340, 1.09782], [-0.13718, 1.43975, 1.45085], [-1.25445, 2.37226, -0.61420], [0.30434, 2.02166, -0.69347], [1.00493, -0.62642, -1.37849], [1.39624, -1.81830, -0.04184], [2.34853, 0.16527, 0.89039]], "atomic_forces_ev_per_a": [[-3.32, -0.31, -1.20], [0.72, -2.07, -0.92], [1.63, 2.32, 0.66], [0.68, 0.77, 0.09], [-0.59, 0.43, -0.98], [1.40, 1.00, 0.78], [1.53, -1.18, -0.59], [0.22, 2.38, 0.42], [0.91, -0.46, 1.54], [0.09, -0.03, 0.72], [-0.32, -0.10, -0.44], [-0.51, -1.25, -0.90], [-0.38, 0.08, -0.06], [-0.98, -0.94, 0.11], [-0.84, -0.82, 0.88], [-0.08, 0.37, -0.21], [-0.16, -0.20, 0.11]]}

---

(9)
{"formula": "C4H11NO", "method": "the ωB97M-V functional and the def2-TZVPD basis", "e_above_lowest_kcal_mol": 43.2, "e_lumo_ha": 0.03281, "total_charge": 0, "homo_energy_ha": -0.315, "symbols": ["C", "C", "N", "C", "C", "H", "H", "H", "H", "H", "H", "H", "H", "H", "O", "H", "H"], "positions_angstrom": [[0.22138, 1.59580, 2.29599], [0.27161, 0.49978, 1.52439], [0.47113, 0.32688, 0.14526], [1.19487, -0.87570, -0.24220], [0.83395, -1.22848, -1.69532], [0.14464, 1.58216, 3.36790], [0.62492, 2.46644, 1.78310], [-0.17021, -0.41264, 1.93235], [0.86088, 1.16633, -0.27167], [2.24197, -0.88487, 0.03818], [0.72082, -1.72394, 0.26428], [-0.09506, -1.79146, -1.62089], [0.71691, -0.49644, -2.49150], [1.64148, -1.92508, -1.96040], [-2.58282, 0.04548, -1.37568], [-2.91009, -0.78414, -0.95521], [-1.62335, 0.03573, -1.29156]], "atomic_forces_ev_per_a": [[1.61, -0.17, -1.84], [-1.76, -0.79, 0.81], [0.33, 0.98, 0.83], [-1.68, 0.02, -0.57], [1.04, -1.17, 0.37], [-0.47, -0.09, 0.00], [-0.21, 0.47, 0.53], [0.55, -0.14, 0.21], [0.02, -0.12, -0.14], [0.37, 0.24, -0.30], [0.33, 0.29, 0.56], [-0.05, -0.01, -0.41], [0.31, 0.49, 0.41], [-0.43, -0.06, -0.59], [-0.60, -0.90, 0.28], [0.56, 1.02, -0.47], [0.06, -0.07, 0.30]]}

---

(10)
{"formula": "C4H11NO", "method": "the ωB97M-V functional and the def2-TZVPD basis", "e_above_lowest_kcal_mol": 115.1, "e_lumo_ha": 0.02214, "total_charge": 0, "homo_energy_ha": -0.346, "symbols": ["C", "C", "C", "C", "H", "H", "H", "H", "H", "H", "H", "H", "H", "H", "H", "N", "O"], "positions_angstrom": [[-0.88004, -1.62176, -1.04004], [0.21632, -0.32121, 0.52857], [1.55932, -0.02579, 1.14372], [-0.61376, 0.86460, 0.04157], [-1.17368, -1.00716, -1.93240], [-1.74234, -1.70770, -0.30567], [-0.74516, -2.70625, -1.34000], [-0.49943, -0.73486, 1.36533], [2.26005, 0.36815, 0.40077], [2.05294, -0.93625, 1.42798], [1.38447, 0.61079, 2.08041], [-0.85843, 1.38708, 1.06272], [-1.61346, 0.46934, -0.55138], [-0.90194, 2.24627, -1.19016], [1.00435, 2.66314, -0.25047], [0.18145, 1.68559, -0.92177], [0.36935, -1.23398, -0.51920]], "atomic_forces_ev_per_a": [[-0.52, -2.20, -0.89], [-2.12, -0.42, 1.14], [-0.30, 0.95, 0.66], [-0.04, 0.01, 1.53], [0.16, -0.59, 0.78], [1.08, 0.63, -0.46], [-0.12, 1.24, -0.16], [1.29, -0.01, -1.18], [-0.31, 0.68, 0.22], [-0.13, -0.65, 0.47], [0.65, -0.63, -1.46], [-0.23, -0.46, -2.08], [2.53, 1.23, 1.90], [4.86, -0.71, 0.28], [-3.47, -3.55, -2.24], [-2.87, 4.95, 1.17], [-0.46, -0.47, 0.32]]}